C18H24N6 | ωB97M-V/def2-TZVPD

Output
Maximum force, eV Å⁻¹: 1.1
Net charge: 0
HOMO-LUMO gap, eV: 9.025
LUMO, eV: 0.79
HOMO energy, Eh: -0.3027
Relative energy (zero: lowest compared OMol25 entry of this formula, charge and spin), eV: 0.2401
SMILES: Cc1ccc(Cn2ncc3c(NCCCN(C)C)ncnc32)cc1

Structure (XYZ):
```
48
Properties=species:S:1:pos:R:3:forces:R:3:lowdin_charge:R:1
H 2.7703 -0.3009 -3.7323 -0.01 -0.01 0.10 0.121
C -1.2609 -0.1587 3.0137 0.02 0.33 0.20 -0.079
C 0.4072 1.4494 4.0173 -0.10 -0.04 -0.04 -0.035
C 0.9454 3.5384 2.9392 -0.01 -0.01 0.05 -0.285
H 1.2887 -3.1413 0.8993 0.18 -0.14 0.07 0.102
H 0.9919 0.5551 -1.1845 0.01 0.00 0.07 0.077
C 0.0419 3.2229 1.9321 0.03 -0.02 0.04 -0.040
N -1.6088 -1.3384 -1.9461 0.23 -0.44 -0.36 0.128
C 1.7351 4.8117 2.8996 0.05 -0.04 -0.01 -0.055
H 1.4718 -1.8231 -5.1411 0.05 -0.07 -0.08 0.100
H 0.9150 -3.3027 -1.7794 -0.11 0.07 0.03 0.143
C 0.5016 -2.4165 0.9772 -0.01 0.06 0.01 -0.089
N -0.7890 -1.0111 1.9521 -0.28 -0.26 -0.45 -0.081
N 0.1289 -2.8362 -2.2071 0.26 -0.19 0.17 0.066
H 1.7542 1.7721 -2.2339 0.01 0.03 0.01 0.088
C -0.6086 -2.0375 -1.4113 -0.34 0.11 0.39 -0.294
H 0.3526 0.1266 -5.2601 -0.03 0.01 -0.14 0.077
C 0.8887 1.0982 -2.1238 -0.02 -0.05 0.00 -0.102
C -1.1976 -1.0141 0.6685 0.31 -0.60 -0.81 -0.258
H 2.1248 -1.0472 -2.2611 0.03 0.04 -0.03 0.110
C 1.5238 -2.0357 -4.0732 -0.15 0.17 0.26 -0.167
N 0.2391 -1.8539 2.1324 0.50 -0.30 0.42 0.102
C -2.3219 -0.5364 -1.1714 -0.16 0.22 0.19 -0.214
H -1.3779 1.8060 1.1811 -0.08 -0.01 -0.08 0.095
H 2.7509 4.6109 2.5577 0.07 0.07 -0.02 0.083
H 0.5591 0.7559 4.8317 0.01 -0.09 0.08 0.110
H 1.7991 5.2565 3.8906 0.03 0.09 0.03 0.077
C -0.5009 1.1450 3.0141 -0.03 0.00 0.10 -0.209
N 0.7584 0.1622 -3.2180 0.22 0.03 -0.02 -0.285
H -0.3576 1.4735 -4.3702 -0.04 0.05 -0.08 0.085
H 1.8175 2.8642 4.7723 0.07 0.03 0.09 0.111
H -2.3248 0.0211 2.8365 0.10 -0.09 0.07 0.130
N -2.1836 -0.2984 0.1152 -0.21 0.28 0.45 0.135
H -0.1039 3.9112 1.1116 -0.02 0.09 -0.07 0.109
H -3.1180 0.0027 -1.6695 -0.09 0.04 -0.04 0.108
C 1.8706 -0.7653 -3.2867 -0.02 -0.13 -0.13 -0.225
H -0.6314 -1.9575 -3.8726 0.08 -0.17 -0.09 0.103
H 1.2830 5.5292 2.2194 0.01 0.09 -0.02 0.073
C -0.6762 2.0421 1.9679 -0.02 -0.01 0.04 -0.032
H -0.0164 1.7013 -2.0681 -0.02 0.09 0.06 0.083
H 2.3281 -2.7601 -3.9202 0.06 -0.02 -0.10 0.108
H 0.0288 -3.5968 -4.1419 -0.07 0.13 -0.02 0.117
C 0.5298 0.8508 -4.4686 -0.02 -0.10 0.11 -0.093
C -0.3734 -1.9351 -0.0218 -0.53 0.66 0.26 -0.078
H -1.1179 -0.6909 3.9563 -0.10 0.02 -0.14 0.125
C 0.1850 -2.6392 -3.6338 0.14 0.00 -0.49 -0.191
H 1.3794 1.4913 -4.7597 0.01 0.01 -0.02 0.088
C 1.1171 2.6357 3.9814 0.01 0.06 -0.05 -0.046
```
Forces are in eV/Å.

---

C18H24N7PS | ωB97M-V/def2-TZVPD

Output
Maximum force, eV Å⁻¹: 7.3
Net charge: 0
HOMO-LUMO gap, eV: 6.672
LUMO, eV: -1.58
HOMO energy, Eh: -0.3031
SMILES: CP(C)c1ccc2nsnc2c1.CC#N.CC#N.CC#N.CC#N.CC#N

Structure (XYZ):
```
51
Properties=species:S:1:pos:R:3:forces:R:3:lowdin_charge:R:1
C -8.6248 -3.7132 0.1856 0.02 0.23 -0.06 -0.086
N 2.9377 0.3164 3.0429 1.21 -1.42 0.63 0.130
H 4.0328 -2.3534 4.4405 -0.10 0.27 -0.14 0.082
H -0.0190 4.4409 3.1308 -0.04 0.06 -0.32 0.086
H 5.4418 -1.3239 4.1915 -0.25 0.15 -0.13 0.082
N 4.6252 -1.8426 -1.4911 -0.60 -1.02 -1.59 0.134
C -2.8306 -1.3362 -0.9217 1.41 0.22 0.30 -0.257
H 3.0297 4.4335 0.6643 0.20 -0.03 -0.24 0.076
H 1.5838 -1.5033 1.5582 0.71 0.72 -2.49 0.049
C -0.6286 0.3688 -0.3202 -2.78 -2.96 -1.29 -0.327
H 2.9255 -3.8167 -3.3604 0.17 0.20 0.18 0.082
H 3.1429 -1.3041 0.4264 -2.52 0.55 0.05 0.022
H -1.1281 2.7792 0.1712 -1.06 -2.66 -0.82 0.057
N 5.0751 3.8287 -1.7296 -1.54 -0.07 1.09 0.111
C -0.3751 5.2506 1.1874 -0.12 -0.09 -1.17 -0.258
H -8.7528 -3.6111 -0.8971 -0.01 -0.24 0.19 0.080
C -8.7682 -5.1127 0.6207 -0.13 -1.27 0.39 -0.270
H 3.4409 -2.4895 -4.3995 0.12 0.06 0.29 0.084
H -0.5366 -2.0905 -0.8731 -1.26 2.55 0.45 0.086
H -3.9876 2.3784 -0.2210 1.81 -1.92 -0.23 0.094
N -5.1580 -0.4796 -0.9357 4.47 -0.66 0.44 -0.309
C 4.2487 -2.4269 -2.4240 0.44 0.65 1.04 -0.255
C -3.7456 0.0065 -0.6958 -1.30 -3.33 -1.02 -0.216
N -3.4636 -2.6755 -1.2720 -0.71 7.05 1.61 -0.280
H 2.7623 2.7510 0.2120 0.17 0.12 -0.16 0.003
C -3.2049 1.5129 -0.3260 3.82 -2.02 -0.04 -0.003
N -8.8815 -6.2184 0.9644 0.19 1.88 -0.58 0.117
H 1.3233 -0.2693 -2.5143 1.50 1.85 0.82 0.045
C -0.2215 5.4009 2.6442 0.02 0.03 0.26 -0.066
N -0.4964 5.1318 0.0365 0.22 0.14 1.87 0.132
C -1.5788 1.7172 -0.1204 -3.77 -3.52 -1.03 -0.033
H 3.0744 0.4863 -2.0682 -2.30 0.31 0.32 0.040
H 1.5694 -2.0306 -0.3140 0.84 1.32 1.71 0.023
C 2.9368 3.7547 -0.1900 -0.08 0.04 0.09 -0.106
H 0.6061 6.0723 2.8966 -0.12 -0.10 -0.29 0.084
C 3.7720 -3.1664 -3.6048 -0.08 -0.11 -0.20 -0.070
H 2.0340 4.0453 -0.7374 0.26 -0.02 -0.07 0.060
H -7.6366 -3.3117 0.4338 -0.13 -0.27 0.05 0.051
C -1.1934 -1.1180 -0.7237 -2.07 3.35 0.62 -0.010
H 4.5569 -3.8024 -4.0278 0.00 0.20 0.25 0.082
C 3.6349 -0.5650 3.3440 -0.73 1.04 -0.28 -0.273
C 4.5173 -1.6805 3.7251 0.13 -0.19 0.05 -0.069
H -1.1249 5.8134 3.1058 0.07 -0.07 -0.31 0.084
S -5.1718 -2.2095 -1.2943 3.54 3.17 0.78 0.828
C 1.9151 0.6039 -1.9595 -1.34 -0.48 -0.64 -0.328
C 4.1313 3.7960 -1.0501 1.02 0.08 -0.71 -0.274
P 1.3053 0.5019 -0.1171 0.09 -0.10 -0.04 0.830
H 1.5035 1.6403 -2.3786 1.10 -2.26 0.82 0.056
H 4.8047 -2.2837 2.8574 -0.18 0.26 0.00 0.081
H -9.3668 -3.0636 0.6618 0.06 -0.30 0.02 0.082
C 1.9635 -1.2327 0.4659 -0.39 -1.35 -0.50 -0.363
```
Forces are in eV/Å.

---

C18H24O6S | ωB97M-V/def2-TZVPD

Output
Maximum force, eV Å⁻¹: 15.8
Net charge: 0
HOMO-LUMO gap, eV: 9.360
LUMO, eV: 0.49
HOMO energy, Eh: -0.3259
Relative energy (zero: lowest compared OMol25 entry of this formula, charge and spin), eV: 6.7602

Structure (XYZ):
```
49
Properties=species:S:1:pos:R:3:forces:R:3:lowdin_charge:R:1
H 2.5553 -3.6006 0.0412 -0.17 1.44 0.28 0.155
H -5.3662 -1.5980 0.8903 -0.90 0.22 0.82 0.056
H 3.4700 2.8610 0.7575 -0.50 1.18 -3.90 0.223
C -0.8650 1.3120 -1.7565 -0.01 0.20 2.56 -0.021
C -3.3361 -2.3336 0.6072 -4.44 1.83 -2.23 -0.214
H -2.3096 3.0104 -2.0789 -1.54 2.67 -2.81 0.078
O 1.7409 1.6567 1.7795 -1.74 3.70 7.92 0.177
H 1.0472 -0.3436 -1.6867 0.54 0.04 0.64 0.179
C 0.8576 -3.0204 -0.9639 1.79 1.14 2.34 -0.314
H 1.5311 3.5647 -1.6589 -0.36 -0.18 0.20 0.117
H 3.8698 -0.5670 1.7624 0.42 -1.34 -0.30 0.140
O 0.9578 -3.9731 -1.6945 -0.36 0.54 0.24 0.125
H -0.4027 1.1982 -2.6964 0.53 0.07 -1.07 0.094
H 1.0591 3.5624 0.2052 3.12 0.34 -2.56 0.208
C -2.2716 2.1771 -0.3261 -5.83 -0.43 14.48 -0.506
C 0.5337 -0.5134 -0.7231 -1.98 -3.09 -5.36 -0.295
H 3.8577 2.8397 -1.0999 3.44 -0.68 -3.08 0.070
H -3.0868 -2.1296 1.5971 1.45 0.54 1.14 0.099
C 1.3281 -0.5177 0.4280 3.53 3.16 5.22 -0.160
H -3.8652 3.8449 -0.0274 0.96 -1.00 0.91 0.067
H -0.5252 -2.0582 -1.8657 -4.68 -0.17 -7.85 0.062
C -4.5486 -1.3821 0.2639 0.35 -5.19 -4.76 -0.017
C -1.2171 -2.2871 0.2564 3.26 -0.76 0.75 -0.287
O -0.9820 -2.5116 1.5315 -1.16 1.42 -7.02 0.019
S -1.4816 0.8953 0.9298 0.18 1.03 -5.56 0.967
H 2.3222 4.4804 -0.6920 4.86 14.29 0.10 -0.043
H -4.2860 2.4019 1.1419 2.53 1.03 -2.18 0.110
O 3.2411 -1.3800 -0.9282 -0.77 0.53 3.34 0.011
C 1.7850 0.9882 0.8813 1.78 -4.07 -7.88 -0.535
H -4.1163 -0.5010 0.2476 1.23 4.94 0.55 -0.034
C 2.5355 -1.4665 0.4232 -0.63 -2.93 -1.45 -0.387
H 0.7427 -0.7853 1.2720 -0.74 -0.67 0.92 0.131
H 2.9641 -1.5506 2.4586 -4.41 -0.62 6.38 0.026
C 2.0050 3.6749 -0.6688 -13.01 -9.05 0.19 -0.113
H 4.1755 -2.2000 1.6498 8.45 -7.49 -0.68 -0.009
C -1.8007 2.5110 -1.3889 6.11 -4.67 -6.22 -0.104
H 1.3420 -3.3389 1.0806 -0.34 1.31 0.85 0.133
H -2.8308 3.3944 1.5777 -0.85 -0.37 -2.67 0.088
C -0.1681 -1.9272 -1.0225 4.31 -0.25 10.62 -0.003
H -4.8853 -1.5207 -0.9392 0.73 0.00 3.30 0.151
C 1.8188 -2.7501 0.2963 0.58 -6.46 -3.12 -0.076
C -0.5419 0.4068 -0.7634 -2.96 5.09 1.12 -0.329
O -2.3635 -2.3577 -0.4459 1.15 1.37 3.82 0.042
C 3.0403 2.8550 -0.5545 1.33 -7.11 12.05 -0.107
C -3.3557 3.0122 0.5666 -0.88 -0.77 1.95 -0.131
H 3.5014 -0.4852 -0.7021 0.88 0.95 -1.35 0.061
O 2.5201 1.3803 -0.1727 1.46 0.22 -4.79 -0.075
H -3.6616 -3.2762 0.5450 -1.67 -3.76 0.48 0.083
C 3.4653 -1.6517 1.6661 -5.05 11.78 -6.33 0.086
```
Forces are in eV/Å.

---

C18H25BFN3O7 | ωB97M-V/def2-TZVPD

Output
Maximum force, eV Å⁻¹: 1.1
Net charge: 0
HOMO-LUMO gap, eV: 8.841
LUMO, eV: -0.75
HOMO energy, Eh: -0.3523
SMILES: COB(O)[C@H](N)COC[C@H](C)F.O=[N+]([O-])c1ccccc1.O=[N+]([O-])c1ccccc1

Structure (XYZ):
```
55
Properties=species:S:1:pos:R:3:forces:R:3:lowdin_charge:R:1
H 0.9340 -5.5358 -3.9623 0.00 -0.02 -0.02 0.108
C -1.9283 2.0845 0.5488 -0.14 0.12 0.12 -0.166
C 4.3695 4.4011 5.5922 -0.05 -0.05 0.12 -0.064
H 3.0016 3.1370 8.4217 -0.02 -0.02 -0.01 0.109
N 1.4406 -0.2507 -0.6449 -0.26 0.51 0.10 0.045
O -3.1581 -6.0826 -7.8126 0.19 -0.06 0.09 0.073
C -1.9337 -3.8515 -4.5996 0.11 -0.08 -0.01 -0.059
H -0.2379 2.6584 2.5580 -0.44 -0.12 0.17 0.046
H -2.8533 0.0593 -1.8414 -0.24 -0.01 -0.09 0.087
O -1.4485 -7.3854 -7.6434 -0.11 0.18 0.06 0.074
C 3.5875 3.7488 4.6531 0.12 0.12 -0.18 -0.001
H -3.9023 -0.6971 -0.6319 -0.03 0.06 0.05 0.100
H -2.5137 -3.0163 -4.2301 0.00 0.00 0.00 0.099
B -0.8548 -0.9381 -1.2549 -0.33 -0.37 0.08 -0.593
C -0.2686 0.4134 0.9245 -0.07 -0.45 -0.39 -0.173
H -0.1142 3.1221 -0.1688 -0.05 -0.24 -0.09 0.134
H 3.7538 3.9187 3.5994 -0.12 -0.09 -0.02 0.119
C -1.6311 -5.6460 -6.1444 0.08 0.14 0.22 -0.151
H -0.8492 4.3506 2.4250 -0.31 -0.17 0.02 0.094
H -2.8218 2.4701 1.0407 -0.02 -0.06 0.13 0.139
O -1.5542 0.9169 1.2468 0.26 0.29 -0.17 -0.109
O 1.9735 2.4190 2.9175 0.56 -0.30 0.43 0.034
H 1.6018 1.9745 6.7597 -0.03 -0.01 -0.15 0.121
H 0.1422 -6.8349 -5.9023 -0.12 -0.02 -0.10 0.118
C -2.3833 -4.5759 -5.6921 -0.20 0.16 0.00 -0.003
C -0.3184 3.5366 1.9369 0.31 0.17 -0.72 -0.022
H -0.0722 1.1123 -1.1779 -0.38 0.16 0.24 0.130
H 4.7657 4.6982 7.6783 0.00 -0.01 -0.01 0.108
C 0.0049 -5.2687 -4.4475 -0.17 0.08 -0.05 -0.058
C -0.4388 -6.0004 -5.5379 0.22 -0.14 0.04 -0.006
N 1.7495 2.2102 4.0968 -0.05 -0.18 -0.12 -0.327
C 0.0141 0.2005 -0.5677 0.68 -0.75 -0.33 -0.245
O -0.4910 -1.4497 -2.5086 -0.47 0.79 -0.04 0.131
O 0.8632 1.4840 4.5060 0.14 0.11 -0.08 0.092
H 5.1441 5.0824 5.2677 -0.01 -0.01 -0.02 0.109
C -0.7431 -4.1973 -3.9756 0.08 -0.14 0.04 -0.062
H -2.2301 1.8586 -0.4813 0.18 0.01 -0.08 0.115
F -1.6330 4.3664 0.1619 -0.04 -0.03 -0.33 -0.041
C -0.9133 3.2263 0.5651 -0.23 0.40 0.68 -0.331
C 2.5961 2.8863 5.0872 0.14 0.18 0.19 -0.140
H -0.2079 -0.5720 1.3827 -0.08 0.00 0.14 0.140
H 1.6510 -0.5840 -1.5791 -0.04 -0.03 0.05 0.062
C 4.1565 4.1831 6.9469 0.00 0.00 0.01 -0.070
H -3.5280 -1.5721 -2.1264 0.11 -0.03 -0.07 0.086
H -0.5484 -0.7534 -3.1801 0.52 -0.30 0.03 0.122
O -2.0010 -1.4564 -0.6867 0.17 0.42 -0.11 0.035
H 0.7005 3.8702 1.7718 0.04 0.25 0.10 0.069
N -2.1159 -6.4312 -7.2884 -0.07 -0.12 -0.20 -0.352
H 0.5438 0.9958 1.3685 -0.12 0.28 0.00 0.103
H -3.3101 -4.3056 -6.1767 0.02 -0.13 -0.09 0.118
C -3.1320 -0.8913 -1.3726 0.07 -0.26 0.28 -0.046
H 2.0039 0.5823 -0.4991 0.27 -0.24 0.04 0.074
H -0.4016 -3.6321 -3.1222 -0.02 0.03 -0.02 0.088
C 2.3759 2.6534 6.4331 -0.13 -0.11 0.19 0.000
C 3.1639 3.3075 7.3662 0.09 0.08 -0.08 -0.063
```
Forces are in eV/Å.

---

C18H25BFN3O8P3 | ωB97M-V/def2-TZVPD

Output
Maximum force, eV Å⁻¹: 4.7
Net charge: +1
HOMO-LUMO gap, eV: 5.732
LUMO, eV: -5.57
HOMO energy, Eh: -0.4154
SMILES: Cc1ccc(C(C)C)c(OCc2c([PH2]=N)[nH+]c(C(=O)NC(=O)F)c(B(O)O)c2PP(=O)(O)O)c1

Structure (XYZ):
```
59
Properties=species:S:1:pos:R:3:forces:R:3:lowdin_charge:R:1
H -3.9096 2.2374 0.4984 0.21 -0.40 -0.08 0.167
O -2.8427 -3.0207 -1.5879 0.67 0.89 1.82 0.120
H 3.1422 2.7342 -0.7842 0.83 0.23 0.83 0.072
H -3.3334 -2.5069 1.5129 -0.31 -0.74 -0.13 0.121
C 0.6648 1.4552 -0.6188 -0.16 1.06 0.46 -0.163
O -3.4940 -3.0613 0.7213 1.06 1.93 -0.40 0.154
P -1.4858 3.8318 0.2382 1.78 1.08 2.12 0.764
C 1.5261 -1.4898 2.6244 0.76 1.95 -0.99 -0.240
C 4.9412 0.5178 -0.7731 0.62 0.24 1.06 -0.064
H 3.4370 3.4220 0.8494 0.74 -0.53 -0.54 0.086
N -0.4798 4.0282 1.4456 -0.82 0.01 -1.33 -0.274
H -1.1268 -0.7609 -4.4129 0.20 -0.52 0.20 0.090
C 3.3068 0.4967 1.1802 -0.78 -1.96 1.36 -0.095
C -5.9380 -1.1487 -1.5610 -1.70 -1.47 -1.00 -0.440
H 5.7291 1.1034 -1.3325 -1.12 -0.50 0.37 0.089
H 0.7227 2.3933 -1.2487 -0.10 -1.08 0.54 0.138
H 2.2716 -2.1210 -3.9300 -0.48 -0.23 0.08 0.091
H 3.4547 -2.5617 3.0438 -0.53 0.89 -0.46 0.111
O 1.4791 -2.6503 -3.6942 -1.75 0.90 1.29 -0.171
C 3.8396 -0.7201 1.8665 -2.15 0.33 -0.05 -0.004
P 0.0371 -1.7461 -0.9802 -0.88 -1.54 1.21 0.948
H 1.0285 -3.2147 3.9968 -0.50 0.73 -0.68 0.086
O -5.6216 0.6911 1.2195 0.76 -0.30 -0.61 0.176
N -3.1977 1.5475 0.2207 0.99 -1.20 -0.29 0.132
H -0.2559 -1.8786 3.8688 0.97 -0.69 -0.34 0.084
F -4.8881 -0.7371 -2.3631 -0.38 0.18 1.98 0.103
H 4.9415 -0.9331 1.8285 -1.27 0.37 0.10 0.116
C -2.6010 -0.7757 -0.2584 0.18 1.65 0.08 0.012
H -5.6147 -2.0531 0.2695 -0.43 0.24 -0.32 0.153
H -0.1301 -0.1285 2.0437 1.07 0.21 -0.09 0.107
H -2.3547 -3.8433 -1.3853 -0.68 0.03 -0.40 0.126
O 1.2582 1.7862 0.6486 0.18 -0.88 -0.13 -0.141
B -2.9793 -2.3386 -0.3700 -0.52 -1.64 -0.76 -0.657
H 1.3125 -1.4403 -0.3930 -0.57 0.47 -0.71 -0.031
H -0.0248 -3.0021 2.4847 0.62 0.18 0.98 0.072
P 0.3897 -1.5371 -3.1209 1.10 2.77 -3.63 0.391
H 0.3764 4.4903 1.1239 -0.16 -0.43 0.32 -0.012
O -6.9038 -1.5631 -2.0992 0.56 0.24 0.04 0.213
C -5.0926 -0.0638 0.4421 -0.50 0.65 0.93 -0.315
C -1.9118 1.9886 0.0053 0.82 -1.30 -0.95 -0.182
H 1.2873 0.6519 -1.0852 -1.04 0.70 -0.03 0.087
H 4.1420 0.1007 -1.4371 0.73 0.49 0.45 0.075
C 2.9813 -1.6729 2.5610 -0.68 1.37 -0.89 -0.031
H 5.5130 -0.3233 -0.2770 -0.78 0.65 -0.83 0.073
H -2.7014 4.5312 0.5537 -0.06 -0.96 -0.73 0.018
C 4.3534 1.3800 0.4429 0.54 -0.14 0.07 -0.352
O 0.9675 -0.1730 -3.4128 -0.59 -1.23 0.82 -0.372
C 0.9709 -0.2794 1.9722 2.69 -1.00 0.23 0.001
N -5.9052 -1.1410 -0.1159 2.98 1.19 -1.00 0.181
H 4.7936 3.3507 -0.4495 -0.83 -0.39 0.81 0.091
H -0.9628 4.3787 -0.9751 -0.86 -0.65 -0.07 0.028
C 3.9216 2.8283 0.0358 -0.63 -0.62 -1.24 -0.073
O -1.0400 -1.6343 -3.9738 1.73 -0.44 1.57 -0.177
C -1.1916 -0.3815 -0.5218 -1.35 2.64 0.26 -0.245
C -0.8287 1.0535 -0.3792 -1.69 -1.73 -0.06 -0.080
C 0.5293 -2.4762 3.3190 -0.01 0.72 -0.84 -0.063
C 1.8630 0.6757 1.2594 0.27 -1.73 1.05 -0.202
H 5.2337 1.4891 1.1491 -1.04 -0.13 -0.59 0.142
C -3.5994 0.2150 0.1151 2.29 -0.57 -0.85 -0.033
```
Forces are in eV/Å.

---

- HOMO-LUMO gap of number 5 (C18H25BFN3O8P3)?
  5.732 eV

---

- Which of these has the highest HOMO energy?
  C18H24N6

---

- The highest net charge belongs to which entry?
  C18H25BFN3O8P3